--- w ---
DFT (ωB97M-V with the def2-TZVPD basis set) results for C5H4N2 in the gas phase.

Geometry as XYZ:
```
11
Properties=species:S:1:pos:R:3
C -1.43 0.01 1.79
C -0.55 0.30 0.74
C 0.85 0.04 0.63
C 1.24 -0.16 -0.67
C 0.22 -0.14 -1.54
H 1.53 -0.35 1.50
H 2.45 0.03 -0.82
H 0.30 0.15 -2.57
H -1.70 0.40 -1.17
N -2.02 -0.39 2.81
N -0.90 0.11 -0.70
```

SMILES string: N#Cc1ccc[nH]1
Net charge: 0
Highest occupied orbital energy (eV): -9.185
HOMO-LUMO gap (hartree): 0.3410


--- x ---
DFT (ωB97M-V with the def2-TZVPD basis set) results for 2 unconnected molecules or ions with the total composition C5H4N2.

Geometry as XYZ:
```
11
Properties=species:S:1:pos:R:3
C 0.69 -0.96 -1.93
C -0.19 -0.65 -1.06
C -0.58 -0.03 0.06
C -0.16 1.33 0.31
N -0.08 1.53 1.60
N -0.44 0.38 2.27
C -0.70 -0.55 1.38
H 0.75 -1.48 -2.91
H -0.03 2.11 -0.43
H 1.64 -0.09 -0.93
H -0.91 -1.58 1.64
```

Net charge: 0
Highest occupied orbital energy (spin up / spin down) (eV): -9.597 / -9.596
HOMO-LUMO gap (spin up / spin down) (hartree): 0.2890 / 0.2889


--- y ---
DFT (ωB97M-V with the def2-TZVPD basis set) results for C5H4N2 in the gas phase.

Geometry as XYZ:
```
11
Properties=species:S:1:pos:R:3
C -0.62 0.98 -0.05
C -0.48 -0.37 0.32
C 0.76 -1.13 0.19
C 1.87 -1.66 -0.27
C -1.89 -0.89 0.02
H 0.45 2.58 0.05
H 1.41 1.01 0.16
H -1.53 1.46 -0.27
H 2.61 -2.58 0.04
N 0.60 1.52 -0.08
N -3.17 -0.92 -0.12
```

SMILES string: C#C/C(C#N)=C\N
Net charge: 0
Highest occupied orbital energy (eV): -8.600
HOMO-LUMO gap (hartree): 0.3143


--- z ---
DFT (ωB97M-V with the def2-TZVPD basis set) results for C5H4N2 in the gas phase.

Geometry as XYZ:
```
11
Properties=species:S:1:pos:R:3
C 2.57 0.35 0.12
C 1.39 0.42 0.36
C 0.29 -0.37 -0.17
N -0.69 -1.12 0.58
C -1.15 -0.11 -0.37
C -1.85 1.07 0.08
N -2.51 1.96 0.41
H 3.51 0.03 -0.25
H 0.72 -0.95 -0.99
H -0.76 -0.77 1.53
H -1.53 -0.51 -1.30
```

SMILES string: C#C[C@H]1N[C@H]1C#N
Net charge: 0
Highest occupied orbital energy (eV): -9.935
HOMO-LUMO gap (hartree): 0.3703


Most stable one: w, least stable one: x.


--- w ---
DFT (ωB97M-V with the def2-TZVPD basis set) results for a molecular structure, C4H14N3.

Geometry as XYZ:
```
21
Properties=species:S:1:pos:R:3
C 0.18 1.96 -0.67
C 2.36 -1.26 0.12
C 0.24 1.17 0.67
C 0.86 -1.03 -0.29
N -1.77 -0.71 0.32
N -3.14 -0.33 0.16
N 0.05 -0.20 0.65
H 0.25 1.27 -1.43
H -0.72 2.59 -0.81
H 0.94 2.67 -0.71
H 2.88 -0.57 -0.49
H 2.59 -1.38 1.17
H 2.79 -2.23 -0.30
H -0.43 1.64 1.37
H 1.34 1.18 1.16
H 0.39 -2.00 -0.37
H 0.87 -0.64 -1.38
H -1.40 -1.35 -0.40
H -1.51 -1.07 1.28
H -3.22 -0.03 -0.79
H -3.56 0.33 0.75
```

Multiplicity: 3
Net charge: +1
Expectation value of S²: 2.01
Highest occupied orbital energy (spin up / spin down) (eV): -12.370 / -13.708
HOMO-LUMO gap (spin up / spin down) (hartree): 0.3453 / 0.2553


--- x ---
DFT (ωB97M-V with the def2-TZVPD basis set) results for 2 unconnected molecules or ions with the total composition C4H14N3.

Geometry as XYZ:
```
21
Properties=species:S:1:pos:R:3
C -0.47 -0.63 3.02
C -1.15 -0.52 -1.56
C -0.33 0.52 2.05
C -1.22 -0.44 -0.11
N 1.81 0.45 -2.60
N -0.32 0.20 0.47
N 0.86 0.60 -0.12
H -0.58 -0.19 3.96
H -1.29 -1.33 2.83
H 0.51 -1.12 3.04
H -0.54 -1.35 -1.91
H -2.13 -0.70 -2.00
H -0.88 0.48 -2.05
H -0.91 1.43 2.03
H 0.81 0.70 2.17
H -2.10 -1.03 0.44
H 2.21 -0.51 -2.49
H 1.29 0.57 -3.51
H 0.74 0.35 -1.09
H 2.72 0.94 -2.84
H 0.96 1.56 0.28
```

Multiplicity: 3
Net charge: +1
Expectation value of S²: 2.01
Highest occupied orbital energy (spin up / spin down) (eV): -10.368 / -14.856
HOMO-LUMO gap (spin up / spin down) (hartree): 0.2811 / 0.2760


Most stable one: x, least stable one: w.


--- w ---
DFT (ωB97M-V with the def2-TZVPD basis set) results for a molecular structure, C16H32O32S8.

Geometry as XYZ:
```
88
Properties=species:S:1:pos:R:3
C -17.66 -5.29 8.30
C -18.26 -4.45 7.12
O -17.09 -3.82 6.48
S -15.88 -3.47 7.54
O -16.07 -2.02 7.91
O -14.53 -3.99 7.21
O -16.63 -4.45 8.76
H -17.13 -6.18 7.97
H -18.41 -5.58 9.03
H -19.05 -3.73 7.36
H -18.76 -5.05 6.36
C -9.29 -6.86 8.01
C -10.46 -7.89 7.92
O -10.49 -8.41 9.20
S -8.96 -8.79 9.57
O -8.31 -9.79 8.74
O -8.74 -8.95 11.04
O -8.52 -7.28 9.18
H -9.72 -5.86 8.14
H -8.64 -6.95 7.15
H -10.06 -8.59 7.19
H -11.39 -7.53 7.48
C -14.24 -8.04 6.42
C -14.75 -7.23 7.69
O -15.42 -6.18 7.03
S -16.32 -6.66 5.71
O -16.09 -5.73 4.63
O -17.71 -6.93 6.13
O -15.44 -8.10 5.64
H -13.86 -9.06 6.44
H -13.61 -7.40 5.80
H -13.84 -6.94 8.21
H -15.46 -7.79 8.30
C -7.85 -3.65 8.17
C -6.37 -3.64 8.61
O -5.87 -4.95 8.56
S -6.50 -5.76 7.33
O -6.78 -7.18 7.65
O -5.69 -5.60 6.09
O -7.90 -4.86 7.38
H -8.18 -2.79 7.58
H -8.44 -3.79 9.08
H -6.20 -3.22 9.60
H -5.80 -2.91 8.05
C -12.23 -10.24 10.88
C -11.33 -9.02 11.23
O -12.19 -7.87 11.06
S -13.82 -8.29 10.83
O -14.19 -7.98 9.43
O -14.66 -7.80 11.83
O -13.59 -9.85 11.12
H -11.99 -10.96 11.66
H -12.19 -10.71 9.90
H -10.44 -8.90 10.61
H -11.00 -9.04 12.26
C -12.50 -6.25 9.02
C -13.36 -5.01 9.14
O -12.43 -3.97 9.12
S -10.90 -4.37 8.53
O -9.73 -3.77 9.23
O -10.95 -4.24 7.02
O -11.08 -5.89 9.06
H -12.68 -6.78 8.08
H -12.77 -6.94 9.82
H -13.83 -5.00 10.12
H -14.15 -4.89 8.39
C -9.17 -2.07 9.48
C -9.10 -0.55 9.69
O -7.83 -0.21 10.26
S -7.07 -1.49 10.87
O -7.54 -1.57 12.23
O -5.62 -1.66 10.61
O -7.86 -2.58 9.91
H -9.46 -2.45 8.51
H -9.97 -2.52 10.07
H -9.90 -0.20 10.34
H -9.14 -0.08 8.71
C -14.33 -4.12 12.84
C -13.81 -5.21 11.89
O -12.58 -4.82 11.38
S -11.86 -3.68 12.38
O -11.82 -2.49 11.57
O -10.62 -4.30 12.97
O -13.17 -3.62 13.38
H -15.10 -4.40 13.56
H -14.67 -3.32 12.18
H -14.55 -5.51 11.15
H -13.58 -6.06 12.53
```

Net charge: 0
Highest occupied orbital energy (eV): -9.956
HOMO-LUMO gap (hartree): 0.3591


--- x ---
DFT (ωB97M-V with the def2-TZVPD basis set) results for a molecular structure, C16H32O32S8.

Geometry as XYZ:
```
88
Properties=species:S:1:pos:R:3
C -2.22 5.24 17.26
C -3.15 6.08 18.09
O -4.32 6.37 17.36
S -4.23 5.87 15.82
O -4.41 6.96 14.89
O -5.05 4.71 15.69
O -2.67 5.39 15.93
H -2.28 4.20 17.61
H -1.20 5.59 17.41
H -2.80 7.05 18.46
H -3.38 5.54 19.02
C -2.91 3.41 24.04
C -4.29 3.93 24.44
O -5.13 3.55 23.33
S -4.24 3.06 22.06
O -3.57 4.18 21.45
O -4.97 2.13 21.25
O -3.15 2.41 23.06
H -2.34 2.98 24.86
H -2.22 4.14 23.63
H -4.25 5.01 24.62
H -4.72 3.38 25.27
C -5.58 12.99 16.58
C -6.85 12.19 16.57
O -6.52 11.00 15.84
S -4.90 10.81 15.70
O -4.53 11.12 14.35
O -4.48 9.54 16.24
O -4.55 11.99 16.72
H -5.57 13.66 17.43
H -5.49 13.40 15.57
H -7.69 12.70 16.08
H -7.28 11.83 17.51
C -1.44 7.39 13.41
C -1.98 8.60 12.59
O -1.10 8.72 11.49
S -0.56 7.21 11.10
O 0.71 7.21 10.45
O -1.68 6.46 10.57
O -0.40 6.82 12.68
H -2.21 6.63 13.55
H -1.10 7.73 14.38
H -2.25 9.49 13.16
H -2.99 8.35 12.23
C -7.35 5.51 12.53
C -7.23 6.64 13.61
O -8.19 7.64 13.13
S -8.35 7.56 11.51
O -7.16 8.11 10.90
O -9.63 7.93 11.04
O -8.16 5.93 11.48
H -7.78 4.63 13.01
H -6.37 5.19 12.19
H -6.30 7.19 13.56
H -7.62 6.33 14.57
C -7.20 2.26 15.17
C -8.49 2.46 15.97
O -9.26 1.27 15.93
S -8.62 0.28 14.80
O -9.15 0.61 13.50
O -8.76 -1.07 15.28
O -7.12 0.83 15.04
H -6.30 2.69 15.62
H -7.13 2.76 14.20
H -9.09 3.31 15.63
H -8.28 2.66 17.02
C 0.58 9.62 21.61
C -0.12 10.00 20.29
O -0.36 8.83 19.55
S 0.03 7.52 20.39
O 1.29 6.99 19.93
O -1.03 6.56 20.51
O 0.20 8.27 21.78
H 0.17 10.10 22.50
H 1.65 9.83 21.52
H 0.50 10.70 19.73
H -0.99 10.65 20.43
C 3.50 9.75 15.51
C 3.38 9.97 17.01
O 2.58 8.89 17.47
S 2.13 7.80 16.36
O 0.70 7.68 16.47
O 2.92 6.62 16.33
O 2.56 8.81 15.12
H 4.53 9.50 15.24
H 3.14 10.66 15.01
H 2.84 10.88 17.25
H 4.36 9.88 17.47
```

Net charge: 0
Highest occupied orbital energy (eV): -10.498
HOMO-LUMO gap (hartree): 0.3755


Most stable one: x, least stable one: w.


--- w ---
DFT (ωB97M-V with the def2-TZVPD basis set) results for a gas-phase ion, C9H13N4 (charge +1).

Geometry as XYZ:
```
26
Properties=species:S:1:pos:R:3
C 0.06 1.40 -2.37
C -0.38 0.27 -3.06
C -0.26 0.55 -0.20
C -1.07 -1.18 -4.78
C -1.51 -2.11 -3.83
C 1.73 -0.25 0.98
C -0.71 -1.00 1.51
C -0.11 1.32 2.04
C 0.16 0.18 1.10
N -0.61 -0.01 -4.33
N -1.25 -1.81 -2.55
N -0.65 -0.79 -2.24
N 0.16 1.45 -1.02
H 0.73 2.05 -3.01
H -1.02 -1.44 -5.86
H -2.07 -3.11 -3.96
H 2.16 -0.32 2.06
H 1.74 -1.27 0.44
H 2.36 0.52 0.41
H -0.88 -1.71 0.66
H -0.28 -1.43 2.47
H -1.78 -0.73 1.71
H -0.33 1.05 3.08
H 0.83 1.92 2.12
H -0.82 2.09 1.46
H 0.29 2.32 -0.47
```

Net charge: +1
Highest occupied orbital energy (spin up / spin down) (eV): -12.399 / -12.280
HOMO-LUMO gap (spin up / spin down) (hartree): 0.2721 / 0.2373


--- x ---
DFT (ωB97M-V with the def2-TZVPD basis set) results for a gas-phase ion, C9H13N4 (charge +1).

Geometry as XYZ:
```
26
Properties=species:S:1:pos:R:3
C 3.57 -0.03 -0.28
C 2.72 -0.90 -1.06
C 3.04 0.61 0.91
C 1.38 -0.98 -0.84
C 1.72 0.55 1.11
C 0.87 -0.17 0.22
C -1.21 1.57 -0.03
C -2.67 1.11 -0.17
C -2.46 -0.22 -0.80
N -0.63 2.61 -0.07
N -0.51 -0.05 0.46
N -2.00 -1.75 1.01
N -1.42 -0.91 -0.05
H 4.52 0.06 -0.70
H 3.15 -1.43 -1.88
H 3.70 1.21 1.63
H 0.78 -1.71 -1.38
H 1.10 1.07 1.99
H -2.96 1.07 0.88
H -3.28 1.88 -0.76
H -3.33 -1.00 -0.84
H -2.18 -0.18 -1.86
H 0.44 2.67 0.10
H -1.21 -2.34 1.14
H -2.13 -1.16 1.89
H -1.01 -1.61 -0.62
```

SMILES string: [H]/N=C1/CC[N@H+](N)N1c1ccccc1
Net charge: +1
Highest occupied orbital energy (eV): -11.980
HOMO-LUMO gap (hartree): 0.3344


Most stable one: x, least stable one: w.